# 1
The following is a DFT calculation (wB97M-V/def2-TZVPD) of C5H7NO2 in the gas phase in a non-equilibrium geometry.

Energy relative to the best compared isomer or geometry (same formula, charge and spin) (kcal/mol): 64.4
M (g/mol): 113.1
Structure (SMILES): [H]/N=C/[C@H](O)CC=C=O
Gap between HOMO and LUMO (hartree): 0.349
HOMO level (eV): -8.80

Geometry (Å):
H -0.686 1.519 2.580
N -0.526 1.240 1.631
C -0.988 0.143 1.211
C -0.583 -0.316 -0.096
O -0.511 -1.781 -0.005
C 0.868 0.263 -0.416
C 0.804 1.454 -1.328
C -0.303 1.755 -1.895
O -1.229 2.182 -2.455
H -1.814 -0.519 1.601
H -1.290 0.090 -0.879
H 0.422 -2.138 0.239
H 1.427 -0.478 -1.011
H 1.429 0.407 0.543
H 1.577 2.134 -1.593

Cartesian forces (eV/Å) of the 6 atoms listed first:
H -1.0 0.0 0.5
N 0.8 -0.5 0.0
C -2.0 0.9 1.3
C 3.2 -0.8 -1.6
O 1.2 -0.1 -0.1
C 0.2 -1.0 -0.2


# 2
The following is a DFT calculation (wB97M-V/def2-TZVPD) of C5H7NO2 in the gas phase in a non-equilibrium geometry.

Energy relative to the best compared isomer or geometry (same formula, charge and spin) (kcal/mol): 51.7
M (g/mol): 113.1
Structure (SMILES): C[C@]1(O)C=CNC1=O
Gap between HOMO and LUMO (hartree): 0.372
HOMO level (eV): -9.27

Geometry (Å):
C 1.609 0.657 -0.343
C 0.193 0.234 -0.670
O 0.118 -0.346 -1.868
C -0.863 1.243 -0.267
C -1.223 0.962 1.005
N -0.528 -0.123 1.669
C -0.058 -0.735 0.445
O 0.301 -1.790 0.227
H 1.941 1.455 -1.019
H 2.133 -0.343 -0.322
H 1.804 0.859 0.804
H 0.712 -1.184 -1.886
H -1.091 2.195 -0.751
H -1.925 1.618 1.370
H -1.177 -0.809 2.237

Cartesian forces (eV/Å) of the 6 atoms listed first:
C 1.4 -0.7 2.5
C -0.8 2.5 3.0
O 0.8 -2.5 -2.7
C 0.7 -0.3 0.6
C 1.0 0.3 -1.8
N -2.8 -1.3 -1.1


# 3
The following is a DFT calculation (wB97M-V/def2-TZVPD) of C5H7NO2 in the gas phase in a non-equilibrium geometry.

Energy relative to the best compared isomer or geometry (same formula, charge and spin) (kcal/mol): 62.9
M (g/mol): 113.1
Structure (SMILES): C=C1OC=NCCO1
Gap between HOMO and LUMO (hartree): 0.365
HOMO level (eV): -9.03

Geometry (Å):
C 2.686 -0.245 0.078
C 1.361 -0.314 -0.074
O 0.825 -1.611 0.003
C -0.540 -1.831 -0.034
N -1.622 -1.149 -0.140
C -1.837 0.277 -0.079
C -0.589 1.139 0.309
O 0.520 0.714 -0.483
H 3.190 -1.126 0.341
H 3.247 0.755 0.093
H -0.780 -2.887 -0.059
H -2.744 0.554 0.357
H -2.100 0.566 -1.151
H -0.471 2.201 0.082
H -0.330 0.927 1.423

Cartesian forces (eV/Å) of the 6 atoms listed first:
C -0.5 3.1 0.2
C -0.4 0.3 -0.5
O -1.4 1.0 0.1
C -1.7 0.5 -0.7
N 1.4 0.0 1.3
C 2.2 1.1 -3.5